No. 1
Formula: C2H3BrO3
Source: OMol25
Level of theory: ωB97M-V/def2-TZVPD

Summary:
Kohn-Sham gap	0.3932	Eh
SMILES string	O=C=O.C=O.Br
DFT total energy	-78307.1410	eV

XYZ file:
```
9
Properties=species:S:1:pos:R:3:forces:R:3:nbo_charge:R:1
Br -2.842 1.253 -0.087 0.801 0.290 0.467 -0.226
O -0.241 -0.682 -0.077 1.606 -1.590 0.571 -0.516
O 2.849 0.788 -0.266 1.019 -0.424 0.098 -0.509
C 2.042 1.589 -0.100 -1.097 -0.133 -0.385 1.032
H -1.538 1.520 0.522 -0.909 -0.234 -0.507 0.227
H 0.383 -2.691 0.062 1.016 0.097 0.298 0.135
H -1.471 -2.217 -0.088 1.844 -0.309 0.543 0.103
O 1.161 2.332 0.005 0.006 0.493 0.297 -0.523
C -0.342 -1.892 0.030 -4.286 1.810 -1.382 0.278
```
Positions in Å, forces in eV/Å.

---

No. 2
Formula: C5H10O
Source: OMol25
Level of theory: ωB97M-V/def2-TZVPD

Summary:
Kohn-Sham gap	0.3427	Eh
SMILES string	CC/C(C)=C\O
DFT total energy	-7393.9456	eV

XYZ file:
```
16
Properties=species:S:1:pos:R:3:forces:R:3:nbo_charge:R:1
C -0.647 0.095 0.087 -0.003 0.113 -0.125 -0.106
H -1.703 1.674 -0.838 0.027 -0.210 -0.017 0.173
C -0.777 1.108 -0.775 -0.253 -0.167 0.218 0.133
H 2.060 0.905 -0.061 0.020 -0.135 0.034 0.218
H -2.771 0.169 0.546 0.166 -0.027 0.026 0.215
H -2.071 -1.450 0.538 0.034 0.138 0.023 0.207
C -1.876 -0.403 0.808 -0.099 -0.011 0.071 -0.614
C 1.950 -0.180 -0.140 0.070 0.026 -0.025 -0.620
H 2.077 -0.468 -1.192 -0.051 0.035 0.115 0.190
H 0.705 -0.595 1.544 -0.068 -0.032 -0.146 0.209
O 0.135 1.610 -1.660 0.188 -0.101 -0.075 -0.689
H 0.797 0.933 -1.842 0.019 0.190 0.073 0.480
H 2.783 -0.637 0.403 -0.118 0.037 -0.089 0.220
H 0.484 -1.725 0.234 -0.010 0.136 0.011 0.205
C 0.619 -0.655 0.448 0.008 -0.043 0.028 -0.426
H -1.764 -0.382 1.899 0.069 0.052 -0.122 0.204
```
Positions in Å, forces in eV/Å.

---

No. 3
Formula: C29H76FN4O13P2S
Source: OMol25
Level of theory: ωB97M-V/def2-TZVPD

Summary:
Kohn-Sham gap	0.2323	Eh
net charge	+1
DFT total energy	-95997.8010	eV

XYZ file:
```
126
Properties=species:S:1:pos:R:3:forces:R:3:lowdin_charge:R:1
H -0.206 1.362 2.698 -0.094 -1.162 1.112 0.059
H 3.378 -0.747 -0.341 -1.223 1.070 0.360 0.122
H -4.397 0.519 2.182 1.843 0.435 -0.043 0.129
H -2.646 5.985 -3.998 -0.025 -0.151 -0.039 0.080
H -0.718 -7.347 5.580 -0.222 0.184 -0.004 0.080
H 1.760 -0.173 0.522 1.462 -0.073 -1.028 0.061
C 0.468 -3.501 -7.134 -0.048 0.106 0.332 -0.171
C -4.379 3.783 -0.618 0.681 0.495 -1.654 -0.298
H 1.159 0.484 -2.089 0.739 -1.445 0.064 0.075
C -3.401 1.305 -0.425 2.774 -2.103 -0.153 -0.075
N 5.246 2.755 1.661 -1.190 -0.079 -2.761 0.088
H 2.185 -1.091 -2.440 -1.001 0.985 0.975 0.134
C 4.107 -2.137 6.135 -0.020 -0.228 0.106 -0.156
H 0.043 -4.469 -6.858 -0.120 -0.036 -0.254 0.066
H -4.850 4.031 -1.646 0.646 -0.245 1.806 0.153
C -4.695 2.228 -0.324 0.067 -0.129 -0.228 -0.078
H -4.383 -5.483 5.341 -0.197 0.025 0.101 0.079
H 2.596 1.968 -1.513 0.103 -0.870 1.315 0.111
C -1.556 0.087 -2.023 -2.645 2.553 2.548 -0.123
P -1.005 -0.125 -3.806 0.989 -1.924 -3.742 0.697
H 1.115 -6.595 -5.850 0.142 0.174 0.146 0.071
C -3.301 0.896 2.240 -0.237 -0.110 -0.412 -0.159
H 0.585 -2.870 -5.305 0.203 0.226 -0.176 0.027
H 1.141 -3.631 -7.983 -0.009 0.031 0.113 0.076
H 0.732 -7.578 -7.888 0.203 -0.182 0.071 0.074
C -0.766 4.802 4.179 0.084 0.179 -0.115 -0.148
H -1.208 -7.596 7.810 0.043 0.108 0.202 0.081
C -0.970 -6.628 7.364 0.146 -0.210 -0.058 -0.153
H 4.408 4.814 0.824 -0.035 -0.566 -0.826 0.072
O -2.385 0.225 -4.793 1.754 -0.625 2.846 -0.193
H 1.819 -0.315 -10.819 -0.014 0.053 0.159 0.081
C -3.394 2.448 2.686 -1.536 -0.182 1.199 -0.213
H 3.914 -2.123 7.211 0.211 0.100 0.027 0.079
C 2.851 1.516 -0.496 0.373 -0.192 -0.189 -0.193
H 2.728 -3.446 5.755 0.001 0.240 -0.111 0.073
H 4.371 -1.132 5.804 -0.106 -0.108 -0.026 0.078
F -5.010 4.664 0.333 0.893 -1.626 -0.943 -0.062
H 0.059 4.364 2.481 -0.027 -0.185 0.168 0.081
H 5.432 1.760 1.878 -0.348 0.633 -0.081 0.033
C 0.316 -1.372 -1.126 1.731 -1.424 -0.921 -0.175
H -1.229 4.266 5.008 0.070 -0.024 -0.116 0.080
O 6.132 6.933 0.382 -0.201 0.030 -0.197 -0.146
H -1.204 5.117 -4.578 0.022 0.223 -0.034 0.079
O 0.155 1.050 -4.302 -3.249 -1.633 0.436 -0.171
C -2.804 1.027 -1.831 1.737 -1.908 2.695 0.058
H 2.677 -1.304 -9.612 -0.046 -0.136 -0.194 0.079
C 1.923 -6.869 -6.533 -0.203 0.015 -0.232 -0.169
O -0.572 -1.540 -4.196 -0.913 3.172 1.813 -0.308
C -2.286 5.223 -4.689 0.135 -0.053 -0.176 -0.147
C -2.827 4.144 -0.740 0.667 0.732 -0.027 -0.059
H -3.002 -0.517 -4.553 0.565 0.802 -0.623 0.093
C -2.668 0.630 0.788 0.282 0.399 -3.585 -0.027
H 6.251 7.792 -0.045 -0.122 -0.243 0.057 0.079
H -6.328 2.077 5.431 1.381 0.046 -0.825 -0.117
O 1.645 -3.802 0.561 -0.034 0.124 0.153 -0.159
H -5.175 3.773 3.355 0.709 -1.764 0.009 0.089
H 0.019 -2.209 -1.870 0.255 1.685 1.063 0.133
H 1.787 -0.293 4.504 -0.501 0.574 -1.438 0.063
H 2.219 -6.003 -7.129 0.087 0.130 0.235 0.069
O 1.204 -2.975 -6.042 0.093 -0.057 0.114 -0.143
N -0.894 -0.519 -0.862 -2.591 1.982 0.658 -0.053
C 1.541 0.176 3.492 0.138 0.305 -0.022 -0.168
H -2.670 2.688 3.553 -0.796 -0.350 -1.842 0.098
H 1.999 -0.496 2.677 -0.765 1.019 1.305 0.042
H 2.066 1.198 3.436 -0.842 -1.486 0.144 0.077
H -2.587 3.333 -5.010 -0.203 0.130 0.129 0.066
H 2.638 -5.441 -0.207 -0.051 -0.102 -0.209 0.082
C -4.308 -4.393 5.320 0.165 -0.183 0.167 -0.143
H -2.674 5.291 -0.796 -0.582 -1.849 0.122 0.105
C 1.769 -0.729 -9.812 0.005 -0.093 0.250 -0.162
S -4.972 1.945 5.077 -0.571 0.312 -0.412 0.621
H 0.089 -6.400 7.511 -0.036 0.010 0.236 0.076
N 4.324 4.206 -0.016 0.800 -1.564 0.908 0.073
H -0.644 0.317 4.249 0.738 0.282 -1.644 0.092
O -2.923 3.989 -4.385 -0.052 -0.454 0.146 -0.154
H -5.147 -3.985 4.756 0.151 0.013 -0.004 0.080
H 1.615 -4.205 1.438 0.016 0.264 -0.152 0.082
C -0.065 0.376 3.257 0.672 0.027 -0.407 -0.372
H 0.852 -5.505 -0.296 0.072 -0.115 -0.187 0.081
H -3.322 1.499 -2.732 1.051 -0.828 1.254 0.115
H -5.233 2.177 0.681 0.974 -0.174 -1.337 0.103
H -2.328 3.736 -1.700 -1.190 0.492 1.434 0.078
H 1.765 -4.435 -1.388 0.010 0.033 0.122 0.076
H 7.178 7.566 2.045 0.165 -0.101 0.103 0.077
H -5.700 2.125 2.743 1.258 0.699 0.543 0.058
O 1.489 -7.913 -7.391 -0.111 -0.087 -0.093 -0.122
C -1.398 -0.270 0.486 -2.867 1.892 -0.529 -0.159
C 1.582 -0.493 -1.677 -0.823 0.197 1.452 -0.129
O 1.665 0.337 -8.880 -0.105 0.165 0.269 -0.132
H -3.328 3.203 1.835 0.228 -1.168 1.229 0.087
H -2.528 5.520 -5.712 0.096 0.181 0.062 0.082
H -0.330 -2.805 -7.406 -0.106 -0.137 -0.200 0.075
C 4.656 2.859 0.478 1.659 -0.735 2.112 -0.476
C 7.205 6.768 1.299 0.084 0.181 -0.052 -0.155
H -4.329 -3.997 6.338 -0.240 -0.080 0.029 0.079
H -0.078 1.296 -5.238 0.342 -0.295 1.035 0.096
H -1.495 5.489 3.741 -0.039 0.092 0.203 0.081
H 0.713 -1.918 -0.207 -1.193 0.929 -0.914 0.062
H -2.126 -1.660 3.869 0.404 -1.066 -1.481 0.046
H 4.754 0.836 0.102 -0.275 0.781 -0.102 0.089
H -1.293 -3.180 3.273 -0.652 1.336 -1.021 0.041
O 2.939 -2.556 5.443 -0.250 -0.138 -0.121 -0.147
H 4.932 -2.819 5.913 0.141 0.148 0.114 0.078
H -2.754 -2.387 2.309 1.467 -0.117 0.791 0.060
C 2.470 -0.057 -0.369 -1.185 0.826 -1.432 -0.138
P -0.561 -1.031 2.045 0.963 -1.129 -0.226 0.980
H -2.372 -4.388 5.208 -0.224 -0.061 -0.241 0.064
O -3.097 -4.012 4.686 0.286 0.022 0.097 -0.165
H -2.816 0.314 3.090 -0.451 0.639 -1.495 0.078
H 0.097 5.361 4.547 -0.148 0.076 0.150 0.082
O -1.265 -6.655 5.974 -0.003 0.106 -0.245 -0.137
C -4.879 2.658 3.330 -0.746 0.742 -0.358 -0.552
H 0.891 -1.375 -9.729 0.071 -0.140 -0.198 0.068
C 1.730 -4.860 -0.384 0.003 -0.155 0.214 -0.143
H 7.096 5.804 1.797 -0.079 0.073 -0.110 0.075
H 8.156 6.792 0.762 0.102 -0.049 0.193 0.078
H -1.574 -5.853 7.837 0.021 -0.070 -0.122 0.079
H 2.780 -7.220 -5.957 -0.101 -0.050 -0.111 0.081
H -5.431 1.855 -1.131 1.162 0.576 1.317 0.139
H 5.114 4.499 -0.616 -0.731 -0.167 0.112 0.082
O -0.346 3.861 3.200 0.096 -0.146 -0.348 -0.158
C -1.798 -2.226 2.912 -0.893 1.527 0.947 -0.284
H 2.289 2.155 0.289 0.861 -1.166 -1.068 0.118
H 1.624 -0.059 -7.999 0.087 0.089 -0.217 0.065
N 4.357 1.672 -0.345 -1.000 1.901 1.074 -0.013
H -2.175 3.787 0.130 -1.108 0.353 -1.028 0.073
```
Positions in Å, forces in eV/Å.

---

No. 4
Formula: C5H10N2O
Source: OMol25
Level of theory: ωB97M-V/def2-TZVPD

Summary:
Kohn-Sham gap	0.3735	Eh
SMILES string	C=N[C@H](CC)C(N)=O
DFT total energy	-10373.1593	eV

XYZ file:
```
18
Properties=species:S:1:pos:R:3:forces:R:3:nbo_charge:R:1
N -0.191 0.874 2.270 0.273 -1.413 -1.052 -0.851
H 1.653 -1.830 0.048 -1.183 -1.754 0.192 0.205
H -0.662 1.665 -1.107 1.068 -1.905 1.801 0.184
C 1.853 -0.854 -0.254 1.465 1.182 0.278 -0.611
H -2.824 1.186 -0.954 0.457 1.213 -0.714 0.149
H 0.506 0.820 2.986 0.268 0.480 0.714 0.384
H 2.230 -0.420 0.633 0.528 1.031 1.031 0.197
C -0.310 0.768 -0.360 1.137 2.933 0.901 -0.149
C -2.549 0.304 -0.433 -0.179 -1.207 0.434 -0.026
O 0.984 2.496 1.132 1.211 1.328 0.019 -0.567
H 2.697 -0.935 -0.926 0.395 -0.139 -0.078 0.216
H -0.511 -0.104 2.077 0.119 1.397 -0.105 0.402
H -3.377 -0.362 -0.324 -0.540 -0.513 0.544 0.166
C 0.311 1.535 1.142 -2.868 -3.104 -2.199 0.720
H 1.430 0.645 -1.709 -1.275 -1.145 0.978 0.220
C 0.835 -0.058 -1.008 -0.318 0.088 -1.840 -0.426
H 0.424 -0.951 -1.561 -0.456 1.630 -0.477 0.222
N -1.419 -0.051 -0.003 -0.102 -0.100 -0.428 -0.434
```
Positions in Å, forces in eV/Å.

---

Q: Kohn-Sham gap of number 3 (C29H76FN4O13P2S)?
A: 0.2323 Eh

---

Q: Among the records above, which one has the highest Kohn-Sham gap?
A: C2H3BrO3

---

What did the second record say?
Formula: C5H10O
Source: OMol25
Level of theory: ωB97M-V/def2-TZVPD

Summary:
Kohn-Sham gap	0.3427	Eh
SMILES string	CC/C(C)=C\O
DFT total energy	-7393.9456	eV

XYZ file:
```
16
Properties=species:S:1:pos:R:3:forces:R:3:nbo_charge:R:1
C -0.647 0.095 0.087 -0.003 0.113 -0.125 -0.106
H -1.703 1.674 -0.838 0.027 -0.210 -0.017 0.173
C -0.777 1.108 -0.775 -0.253 -0.167 0.218 0.133
H 2.060 0.905 -0.061 0.020 -0.135 0.034 0.218
H -2.771 0.169 0.546 0.166 -0.027 0.026 0.215
H -2.071 -1.450 0.538 0.034 0.138 0.023 0.207
C -1.876 -0.403 0.808 -0.099 -0.011 0.071 -0.614
C 1.950 -0.180 -0.140 0.070 0.026 -0.025 -0.620
H 2.077 -0.468 -1.192 -0.051 0.035 0.115 0.190
H 0.705 -0.595 1.544 -0.068 -0.032 -0.146 0.209
O 0.135 1.610 -1.660 0.188 -0.101 -0.075 -0.689
H 0.797 0.933 -1.842 0.019 0.190 0.073 0.480
H 2.783 -0.637 0.403 -0.118 0.037 -0.089 0.220
H 0.484 -1.725 0.234 -0.010 0.136 0.011 0.205
C 0.619 -0.655 0.448 0.008 -0.043 0.028 -0.426
H -1.764 -0.382 1.899 0.069 0.052 -0.122 0.204
```
Positions in Å, forces in eV/Å.

---

Q: Among the records above, which one has the lowest Kohn-Sham gap?
A: C29H76FN4O13P2S